Record 1
ORCA calculation (ωB97M-V with the def2-TZVPD basis set) on the molecule C19H28N4O2S.

Its spin multiplicity is 1. Its net charge is 0. As for the energy relative to the best compared isomer or geometry (same formula, charge and spin): 1.8978 eV. As for the structure (SMILES): COc1ccc(NC(=O)CN2CCN(C(=S)NC3CCCC3)CC2)cc1. The value obtained for the LUMO energy is 0.47 eV. The calculation puts the HOMO energy at -7.6 eV.

XYZ file:
```
54
C19H28N4O2S ωB97M-V with the def2-TZVPD basis set
C 6.06222 1.50405 -0.23170
H 7.12143 1.72691 -0.34891
O 5.93922 0.11869 -0.44554
C 4.70160 -0.44273 -0.37062
C 3.52734 0.24048 -0.07854
C 2.31756 -0.43053 -0.02830
C 2.25768 -1.79651 -0.26550
C 3.43659 -2.48267 -0.55679
C 4.63973 -1.81725 -0.60976
H 5.55437 -2.34154 -0.83530
H 3.40602 -3.54720 -0.74312
N 1.06483 -2.53677 -0.21756
C -0.19680 -2.11431 0.05383
O -0.49833 -0.96018 0.27444
C -1.18994 -3.29535 0.08857
N -2.59971 -3.01264 0.08435
C -3.19506 -2.47278 1.28395
H -2.66712 -2.87387 2.15130
C -3.18804 -0.93470 1.36031
N -3.52453 -0.37015 0.06749
C -3.09624 0.83830 -0.36993
N -2.32969 1.58658 0.45864
H -1.76071 1.07898 1.12136
C -1.70800 2.81003 -0.00649
H -2.49079 3.38532 -0.50608
C -0.52218 2.53473 -0.96148
H -0.34058 1.45904 -0.99143
H -0.74051 2.86171 -1.97543
C 0.67883 3.26065 -0.35571
H 0.71819 4.28982 -0.71647
H 1.62020 2.77339 -0.60579
C 0.38282 3.25534 1.14110
H 0.98076 3.97797 1.69546
H 0.57093 2.26268 1.55554
C -1.11033 3.57418 1.18401
H -1.58370 3.28568 2.12182
H -1.25983 4.64471 1.04264
S -3.58803 1.44305 -1.83974
C -4.12020 -1.30864 -0.85398
C -3.10493 -2.41205 -1.14830
H -2.28233 -1.96836 -1.72058
H -3.56913 -3.19509 -1.76223
H -5.03929 -1.71647 -0.42545
H -4.36806 -0.77429 -1.77270
H -3.91168 -0.59601 2.11493
H -2.19174 -0.61604 1.67059
H -4.22654 -2.83881 1.32899
H -0.98774 -3.93719 -0.77690
H -0.96379 -3.87299 0.99287
H 1.18965 -3.52453 -0.39371
H 1.41687 0.11381 0.19602
H 3.53613 1.30105 0.11627
H 5.74361 1.78560 0.77718
H 5.48898 2.07689 -0.96766
```

=====

Record 2
ORCA calculation (ωB97M-V with the def2-TZVPD basis set) on the molecule C19H28N4O4S2 in a non-equilibrium geometry.

Its spin multiplicity is 1. Its net charge is 0. As for the energy relative to the best compared isomer or geometry (same formula, charge and spin): 1.3730 eV. As for the structure (SMILES): CSCc1nnc(NC(=O)c2ccc(S(=O)(=O)N(CC(C)C)CC(C)C)cc2)o1. The value obtained for the LUMO energy is 0.15 eV. The calculation puts the HOMO energy at -9.1 eV.

XYZ file:
```
57
C19H28N4O4S2 ωB97M-V with the def2-TZVPD basis set
C 2.54010 0.83910 -2.98306
H 3.56971 0.57387 -2.75953
H 1.86286 0.40775 -2.24903
H 2.43036 1.91780 -3.02019
S 2.09733 0.21414 -4.62483
C 1.96918 -1.57683 -4.22730
C 0.77292 -1.77712 -3.39970
N 0.65069 -1.52695 -2.13896
N -0.63758 -1.74751 -1.79784
C -1.24326 -2.11962 -2.88091
N -2.54584 -2.46310 -3.05712
C -3.57353 -2.33373 -2.12779
O -4.62026 -2.89668 -2.31131
C -3.24804 -1.44427 -0.98327
C -3.31154 -1.93008 0.31717
C -2.94508 -1.11116 1.37152
C -2.54115 0.18412 1.11753
C -2.54644 0.69966 -0.16533
C -2.89905 -0.11686 -1.22209
H -2.90365 0.27053 -2.23016
H -2.27618 1.73183 -0.31918
S -1.87692 1.19011 2.45264
O -2.28893 2.54682 2.24258
O -2.19774 0.55312 3.69572
N -0.23625 1.12252 2.25211
C 0.40535 -0.12480 2.59892
H -0.24321 -0.56314 3.35851
C 0.61148 -1.11371 1.43264
C 0.30608 -2.54057 1.88258
H 0.43342 -3.22600 1.04837
H 0.97894 -2.83966 2.68377
H -0.71679 -2.62315 2.23964
C 2.03631 -1.05154 0.88303
H 2.30948 -0.03870 0.60155
H 2.74577 -1.40465 1.62926
H 2.11347 -1.68008 -0.00021
H -0.08176 -0.86096 0.62498
H 1.36704 0.09860 3.07142
C 0.34494 1.98549 1.25343
H -0.40611 2.75097 1.05304
C 1.62325 2.67833 1.74715
C 1.31246 3.53293 2.97104
H 0.85059 2.92408 3.74361
H 2.22090 3.98050 3.36810
H 0.61707 4.32625 2.70803
C 2.21170 3.52423 0.62091
H 1.50091 4.28628 0.30986
H 2.45490 2.90616 -0.24157
H 3.12046 4.01888 0.95503
H 2.35509 1.91369 2.02661
H 0.54557 1.43319 0.32560
H -2.96826 -1.45407 2.39380
H -3.62303 -2.94847 0.49066
H -2.76974 -2.95854 -3.91301
O -0.41061 -2.17105 -3.94604
H 2.87217 -1.86958 -3.69550
H 1.88046 -2.09841 -5.17687
```

=====

Record 3
ORCA calculation (ωB97M-V with the def2-TZVPD basis set) on the molecule C19H28N4O5S in a non-equilibrium geometry.

Its spin multiplicity is 1. Its net charge is 0. As for the energy relative to the best compared isomer or geometry (same formula, charge and spin): 4.1363 eV. As for the structure (SMILES): CCCS(=O)(=O)N1CCC[C@@H](C(=O)N2CCN(c3ccc([N+](=O)[O-])cc3)CC2)C1. The value obtained for the LUMO energy is -0.04 eV. The calculation puts the HOMO energy at -8.2 eV.

XYZ file:
```
57
C19H28N4O5S ωB97M-V with the def2-TZVPD basis set
C -5.42610 -0.63216 1.66881
H -5.91009 -1.41620 1.09240
C -4.02817 -0.35706 1.12311
C -4.07294 0.09859 -0.32065
H -4.46028 -0.67246 -0.98232
H -4.63950 1.01665 -0.45302
S -2.40409 0.46677 -0.90890
O -1.58409 -0.70878 -0.80051
O -2.50371 1.07601 -2.20855
N -1.87928 1.59647 0.22651
C -0.67279 1.24089 0.93649
H -0.74655 0.18732 1.20338
C 0.57321 1.47255 0.07232
C 1.81520 1.13287 0.87756
O 1.79878 1.13066 2.09510
N 2.96719 0.87938 0.20259
C 3.15154 0.76073 -1.22574
H 2.18961 0.80146 -1.73168
H 3.76956 1.59324 -1.58643
C 3.84777 -0.59242 -1.53404
N 3.60595 -1.50918 -0.43850
C 2.31335 -1.99548 -0.29393
C 1.65824 -2.52170 -1.42026
C 0.36912 -2.98674 -1.34469
C -0.31053 -2.93794 -0.13170
C 0.33609 -2.47324 1.00763
C 1.63376 -2.02314 0.93226
H 2.08665 -1.63493 1.82935
H -0.20000 -2.44693 1.94392
N -1.68312 -3.29727 -0.07536
O -2.28237 -3.09854 0.96830
O -2.19700 -3.78611 -1.06165
H -0.14052 -3.36738 -2.21550
H 2.17263 -2.56705 -2.36707
C 4.35914 -1.06284 0.71632
H 5.41767 -1.25011 0.50585
H 4.08679 -1.65600 1.58589
C 4.13022 0.45120 0.95643
H 3.94002 0.66468 2.00803
H 4.99413 1.03346 0.62231
H 4.92914 -0.46192 -1.62180
H 3.47958 -0.99364 -2.47525
H 0.47127 0.82062 -0.79997
C 0.60882 2.94385 -0.36218
C -0.68137 3.30294 -1.09550
C -1.89584 2.97127 -0.22763
H -2.81345 3.11319 -0.79855
H -1.92037 3.61329 0.65917
H -0.68991 4.36481 -1.34632
H -0.75856 2.72602 -2.01828
H 1.47096 3.13219 -1.00587
H 0.71227 3.56662 0.53058
H -0.61001 1.83558 1.85167
H -3.42934 -1.26650 1.19141
H -3.54088 0.41649 1.71924
H -5.36512 -0.95735 2.70350
H -6.04270 0.26326 1.62171
```

=====

Record 4
ORCA calculation (ωB97M-V with the def2-TZVPD basis set) on the ion C19H28N5O3 with charge +1 in a non-equilibrium geometry.

Its spin multiplicity is 1. Its net charge is +1. As for the energy relative to the best compared isomer or geometry (same formula, charge and spin): 0.0485 eV. As for the structure (SMILES): CCCC(=O)N1CCC[N@H+](c2nc(N)c3cc(OC)c(OC)cc3n2)CC1. The value obtained for the LUMO energy is -2.45 eV. The calculation puts the HOMO energy at -11.1 eV.

XYZ file:
```
55
C19H28N5O3 ωB97M-V with the def2-TZVPD basis set
C 2.59974 -2.46417 -6.66500
C 2.88113 -2.64673 -5.18038
H 3.31564 -1.73567 -4.76667
C 1.60702 -2.98860 -4.40717
C 1.90138 -3.16670 -2.93523
O 2.99044 -2.95877 -2.44556
N 0.87341 -3.61999 -2.14110
C -0.52454 -3.60145 -2.48373
H -0.98179 -4.54542 -2.16440
H -0.63542 -3.53142 -3.56307
C -1.26286 -2.42745 -1.82213
C -1.42951 -2.60144 -0.31686
H -2.30378 -2.04557 0.03059
N -0.27848 -2.10144 0.49289
H -0.42454 -2.45276 1.44608
C -0.36178 -0.63376 0.65997
N -0.73583 -0.26474 1.84064
C -0.82038 1.08035 2.03882
C -1.20711 1.55607 3.29751
C -1.29456 2.90838 3.53520
C -0.99164 3.83691 2.47891
C -0.61190 3.37018 1.24378
C -0.51443 1.98796 0.99358
C -0.11515 1.41456 -0.25140
N 0.19587 2.14402 -1.32930
H 0.23534 3.14549 -1.29188
H 0.52505 1.67244 -2.15376
N -0.04521 0.08652 -0.39879
H -0.38639 4.07064 0.45651
O -1.11562 5.12680 2.82717
C -0.83826 6.13090 1.87670
H -1.00573 7.07375 2.39307
H -1.51204 6.06520 1.01704
H 0.20105 6.08455 1.53766
O -1.64441 3.47773 4.69126
C -1.95018 2.65741 5.79912
H -1.09325 2.04153 6.08554
H -2.19249 3.34144 6.60972
H -2.81169 2.01627 5.59321
H -1.42593 0.82746 4.05923
C 1.08861 -2.48160 0.03329
H 1.44707 -1.68517 -0.62302
H 1.73161 -2.51225 0.91343
C 1.18044 -3.79796 -0.74001
H 2.22257 -4.12582 -0.68605
H 0.54382 -4.57619 -0.31608
H -1.58513 -3.65631 -0.07942
H -0.74311 -1.49003 -2.02325
H -2.25785 -2.36188 -2.26308
H 0.87685 -2.18534 -4.53880
H 1.17721 -3.91201 -4.80191
H 3.60795 -3.44646 -5.03548
H 2.18854 -3.37537 -7.09372
H 3.51716 -2.22351 -7.19442
H 1.88900 -1.65648 -6.82901
```

=====

Number 1: Kohn-Sham gap 8.022 eV. Number 2: Kohn-Sham gap 9.280 eV. Number 3: Kohn-Sham gap 8.197 eV. Number 4: Kohn-Sham gap 8.648 eV.